1.
{"formula": "C18H18ClGdO5", "method": "the ωB97M-V functional and the def2-TZVPD basis", "species": ["C", "C", "C", "H", "C", "C", "H", "H", "H", "H", "C", "C", "C", "H", "C", "C", "H", "H", "H", "H", "Gd", "O", "C", "C", "H", "H", "H", "H", "C", "C", "C", "H", "C", "H", "C", "H", "C", "H", "O", "Cl", "O", "O", "O"], "positions_angstrom": [[2.171974, 0.358149, 1.321927], [2.571719, -0.651196, 0.373598], [2.527042, -0.087253, -0.905755], [2.820860, -1.660144, 0.640079], [2.068405, 1.286980, -0.780412], [1.805532, 1.554045, 0.572878], [1.552528, 2.492760, 1.028113], [2.480194, 0.383225, 2.358349], [2.854893, -0.551143, -1.836072], [2.102838, 2.002718, -1.595280], [-2.270053, -1.482789, 0.127885], [-1.719798, -1.505676, 1.449067], [-1.638457, -0.160658, 1.925235], [-1.430206, -2.366591, 2.044537], [-2.234068, 0.695425, 0.935649], [-2.602645, -0.122467, -0.169070], [-3.215436, 0.197618, -0.990705], [-2.450265, -2.348626, -0.498144], [-1.398671, 0.132466, 2.939724], [-2.446946, 1.746821, 1.078089], [0.077624, -0.216302, 0.035341], [-0.530864, 0.981220, -3.710331], [0.237365, 0.221460, -4.672270], [-0.059666, 1.686660, -4.927753], [1.248524, -0.034990, -4.349248], [-0.312804, -0.506141, -5.276407], [0.780304, 2.369707, -4.745422], [0.303091, 3.470475, -6.922265], [-0.698262, 3.035206, -6.944773], [-1.047366, 2.092432, -5.945785], [-2.324004, 1.490559, -6.021679], [-2.614324, 0.732949, -5.290974], [-3.221808, 1.860222, -7.027990], [-4.213042, 1.402662, -7.057851], [-2.865675, 2.800795, -8.003887], [-3.570048, 3.076646, -8.793439], [-1.588650, 3.377927, -7.958014], [-1.291954, 4.095878, -8.724510], [2.052933, -2.093181, 3.726096], [0.848985, -1.273434, 3.693089], [-0.328038, -2.069202, 4.031279], [0.926104, -0.060823, 4.432365], [0.624120, -0.635050, 2.060457]], "atomic_forces_ev_per_a": [[2.1, 1.4, -0.8], [0.1, 0.7, 0.1], [0.2, 1.8, -0.3], [0.2, -0.2, 0.1], [1.2, -1.1, -0.9], [0.9, -0.9, 0.4], [-0.1, 0.2, 0.0], [-0.1, 0.1, -0.2], [-0.3, 0.1, 0.3], [-0.4, -0.1, 0.1], [-0.1, 0.8, 1.0], [-0.8, 0.6, -0.4], [-3.0, 0.0, -0.5], [0.0, 0.2, -0.4], [0.2, -1.1, 0.7], [0.0, -0.4, 0.3], [0.2, 0.1, -0.4], [-0.1, 0.1, 0.0], [0.1, 0.1, -0.4], [0.1, -0.1, -0.2], [-1.5, -0.5, -1.0], [0.6, 0.2, -1.4], [-0.3, 1.6, -0.1], [0.6, -1.7, 1.2], [-0.3, -0.1, -0.1], [0.1, 0.1, 0.3], [-0.5, -0.2, 0.0], [-0.3, 0.0, 0.0], [0.0, -0.5, 0.7], [-1.0, 0.2, -1.1], [0.4, 0.4, -0.1], [0.1, 0.3, -0.1], [0.1, 0.1, -0.1], [0.3, 0.1, 0.0], [0.3, -0.1, 0.4], [0.3, -0.1, 0.3], [-0.3, -0.2, 0.0], [-0.1, -0.2, 0.3], [-1.5, 1.5, -0.5], [-1.4, -0.8, -1.7], [1.7, 1.2, -0.6], [0.3, -0.4, 0.0], [1.9, -3.1, 5.1]], "de_lowest_ev": 2.110, "max_force_ev_per_a": 6.30, "multiplicity": 8, "energy_ha": -2298.28307, "orbital_gap_ev": [5.611, 7.597], "e_homo_ev": [-7.46, -7.81]}

---

2.
{"formula": "C4H8O", "method": "the ωB97M-V functional and the def2-TZVPD basis", "species": ["C", "C", "C", "C", "H", "H", "H", "H", "H", "H", "H", "H", "O"], "positions_angstrom": [[-2.535512, 2.577907, -0.086537], [-1.389304, 1.896433, -0.404705], [-1.023202, 0.665186, 0.194981], [0.080222, -0.007434, -0.234730], [-3.088439, 2.366261, 0.820186], [-3.055005, 3.239173, -0.770207], [-0.701184, 2.329080, -1.118340], [-1.917595, 0.193837, 0.552900], [0.727419, 0.276267, -1.064376], [0.404693, -0.952854, 0.173012], [3.998833, -4.015737, 1.381095], [3.932535, -4.430730, -0.055086], [4.566544, -4.137392, 0.611806]], "atomic_forces_ev_per_a": [[-1.0, -0.4, -0.1], [1.1, 0.3, 0.2], [-1.4, 0.9, -1.8], [1.0, -0.8, -0.2], [0.1, -0.2, 0.1], [0.5, 0.4, 0.0], [0.0, 0.1, -0.3], [0.4, -0.7, 1.6], [-0.2, 0.7, 0.3], [-0.4, -0.2, 0.3], [0.3, 0.0, 0.2], [0.3, -0.1, -0.1], [-0.6, 0.1, -0.1]], "de_lowest_ev": 1.628, "max_force_ev_per_a": 2.49, "multiplicity": 2, "energy_ha": -232.04920, "orbital_gap_ev": [7.547, 5.048], "e_homo_ev": [-13.59, -13.59], "charge": 1}